# 1
Molecular formula: CH3NOS
Method: DFT, ωB97M-V with the def2-TZVPD basis set

```
! wB97M-V def2-TZVPD RIJCOSX def2/J DEFGRID3
* xyz 0 1
S 2.6171 0.5553 0.2489
O -2.4481 1.0475 0.3610
N -1.8623 0.1526 -0.1026
C -1.2871 -0.8073 -0.4001
H 1.7374 -0.3219 -0.2337
H 1.7758 0.4995 1.2351
H -0.5328 -1.1256 -1.1087
*
```

The max |F| is 2.1 eV Å⁻¹. Its HOMO-LUMO gap is 10.716 eV. The LUMO energy comes out at 0.72 eV. The calculation puts the relative energy (zero: lowest compared OMol25 entry of this formula, charge and spin) at 3.954 eV.

***

# 2
Molecular formula: CH3NOS
Method: DFT, ωB97M-V with the def2-TZVPD basis set

```
! wB97M-V def2-TZVPD RIJCOSX def2/J DEFGRID3
* xyz 0 1
S -1.7676 -0.4206 -0.0079
O 0.6324 -1.2221 -0.0936
N 0.7239 0.1293 0.1268
C -0.4212 0.5720 -0.0316
H 1.5110 0.5861 -0.2194
H -0.3013 -1.3425 0.3883
H -0.3771 1.6977 -0.1627
*
```

The max |F| is 7.7 eV Å⁻¹. Its HOMO-LUMO gap is 9.689 eV. The LUMO energy comes out at 0.70 eV. The calculation puts the relative energy (zero: lowest compared OMol25 entry of this formula, charge and spin) at 3.411 eV.

***

# 3
Molecular formula: CH3NS
Method: DFT, ωB97M-V with the def2-TZVPD basis set

```
! wB97M-V def2-TZVPD RIJCOSX def2/J DEFGRID3
* xyz 0 1
S 2.0601 -0.9302 0.0252
N -1.0161 -0.2975 0.3616
C 0.8295 0.0585 -0.1804
H -1.5471 -0.4622 -0.4558
H 0.9710 1.0375 -0.5329
H -1.2975 0.5938 0.7823
*
```

The max |F| is 4.7 eV Å⁻¹. Its HOMO-LUMO gap is 8.560 eV. The LUMO energy comes out at -0.52 eV. The calculation puts the relative energy (zero: lowest compared OMol25 entry of this formula, charge and spin) at 2.844 eV.